{
  "formula": "C8H13NO2",
  "method": "ωB97M-V with the def2-TZVPD basis set",
  "e_homo_ev": -9.1,
  "lumo_energy_ev": 0.8,
  "e_above_lowest_ev": 0.337,
  "gap_ha": 0.362,
  "elements": ["O", "O", "N", "C", "C", "C", "C", "C", "C", "C", "C", "H", "H", "H", "H", "H", "H", "H", "H", "H", "H", "H", "H", "H"],
  "coordinates": [[-2.07184, -0.54217, 1.67497], [-2.98884, -0.72360, -0.33771], [0.28074, 0.11923, 0.87867], [0.76492, 1.45211, 0.63789], [1.36442, -0.89952, 1.00101], [0.02474, -1.47659, -1.00656], [-0.36517, 2.09646, -0.15228], [1.49078, -1.42831, -0.44281], [-0.60688, -0.27355, -0.26338], [-2.03075, -0.62420, 0.36200], [-0.83106, 1.03995, -1.13394], [1.00885, -1.72697, 1.69179], [-0.01958, -1.32888, -2.08604], [2.15930, -2.35475, -0.47450], [-0.13988, 3.06325, -0.67103], [1.69675, 1.47559, -0.00467], [-1.15034, -0.52340, 2.02001], [1.88741, -0.60121, -0.97929], [2.30543, -0.50473, 1.38068], [-0.53188, -2.42863, -0.79438], [-0.23157, 0.90743, -2.02746], [-1.15581, 2.27323, 0.56563], [-1.88619, 1.08981, -1.44425], [1.02648, 1.91944, 1.60567]],
  "forces_ev_per_a": [[-0.361, -0.855, 1.048], [-0.901, -0.614, -0.214], [0.628, -1.193, -0.262], [1.197, 0.886, -0.635], [-1.510, -1.177, -0.301], [0.173, -0.801, 1.033], [-0.035, 1.339, -0.403], [-0.298, -1.294, 0.604], [-1.384, 0.048, 0.502], [1.953, 1.376, -0.974], [0.002, -1.811, 0.955], [0.489, 0.853, -0.641], [0.137, -0.022, 0.077], [-1.094, 1.235, -0.414], [0.089, -0.756, 0.679], [-0.575, -0.189, 0.553], [-0.215, 0.545, -0.460], [1.149, 0.444, -0.710], [-0.180, 0.227, 0.071], [0.609, 0.781, -0.024], [0.347, 0.445, -0.159], [-0.438, 0.257, 0.043], [0.479, 0.165, 0.186], [-0.262, 0.114, -0.556]]
}